Record 1
Density functional theory data (ωB97M-V with the def2-TZVPD basis set) for a cluster of 4 separate species, CH10N2O4 in total.

```
17
Properties=species:S:1:pos:R:3:forces:R:3:mulliken_charge:R:1
N -1.311005 1.878395 -1.541782 0.0 0.1 -0.4 -0.44
C -1.095693 0.573559 -1.178377 -0.1 0.4 -0.5 0.62
N -1.599246 0.225605 0.013008 -0.1 -0.5 1.1 -0.28
O -0.524334 -0.206446 -1.935948 0.3 0.0 0.3 -0.71
H -1.540516 2.615847 -0.901367 0.0 -0.2 0.1 0.18
H -0.887790 2.149254 -2.409441 0.0 0.0 -0.1 0.23
H -1.288075 -0.618363 0.497027 -0.1 0.0 -0.3 0.26
H -1.998956 0.915813 0.617406 -0.1 0.2 0.0 0.17
H 1.696161 0.316176 2.259676 -0.1 -0.1 0.2 0.31
H 2.094893 -0.539878 1.098660 0.1 -0.2 -0.5 0.36
O 1.692673 -0.604675 1.973572 -0.1 0.3 0.4 -0.69
H 0.061471 -1.588448 1.974069 0.4 -0.2 -0.2 0.40
H -0.389144 -2.648094 0.925544 0.2 0.0 0.1 0.32
O -0.689462 -2.123095 1.671797 -0.5 0.2 0.0 -0.73
H 1.141692 -0.187743 -0.843817 0.0 -0.1 -0.7 0.40
H 2.541286 -0.001429 -1.527493 -0.3 -0.1 -0.1 0.29
O 2.096045 -0.156478 -0.692533 0.3 0.1 0.6 -0.68
```
Positions in Å, forces in eV/Å.

For the gap between HOMO and LUMO, the calculation gives 10.9 eV. The largest force on an atom is 1.3 eV/Å. As for the relative energy (zero: lowest compared OMol25 entry of this formula, charge and spin): 1.5 kcal/mol. The value obtained for the LUMO energy is 0.0191 Eh. As for the SMILES: NC(N)=O.O.O.O.



Record 2
Density functional theory data (ωB97M-V with the def2-TZVPD basis set) for a cluster of 2 separate species, CH10N5 in total.

```
16
Properties=species:S:1:pos:R:3:forces:R:3:mulliken_charge:R:1
C -0.861550 -0.211806 0.608568 0.3 -0.1 -1.2 0.18
N 0.922480 3.079631 -0.969029 -2.3 2.4 -1.1 -0.70
N -0.100959 0.554193 -1.662434 0.5 0.5 -1.6 -0.83
N -0.162675 -0.256709 -0.542391 0.3 -1.8 0.4 0.04
N -0.638124 -1.265265 1.412253 -0.4 0.0 -0.6 0.05
N 0.213804 -2.328260 0.894043 -0.3 0.7 2.0 -0.68
H -1.638032 0.580143 0.886637 1.6 -1.1 -0.4 0.33
H 1.159243 3.991036 -0.531097 -0.2 -0.9 -0.5 0.24
H 1.743411 2.554897 -1.029468 1.6 -0.8 -0.3 0.20
H -0.607735 1.445095 -1.593293 0.7 -0.7 0.3 0.30
H 0.874799 0.627402 -2.142405 -2.4 -0.2 1.9 0.30
H 0.156182 -1.261224 -0.786655 -0.8 1.9 0.6 0.45
H -1.186422 -1.435937 2.240975 -0.1 0.0 -0.1 0.24
H 1.074819 -1.744558 0.747187 -0.1 -1.8 0.7 0.29
H 0.256275 -3.088045 1.679374 0.5 2.0 -2.0 0.33
H 0.562814 3.296874 -1.956744 1.0 -0.3 1.9 0.27
```
Positions in Å, forces in eV/Å.

For the gap between HOMO and LUMO, the calculation gives 9.7 eV. The largest force on an atom is 3.5 eV/Å. As for the relative energy (zero: lowest compared OMol25 entry of this formula, charge and spin): 66.7 kcal/mol. The value obtained for the LUMO energy is -0.1203 Eh. Its charge is +1.



Record 3
Density functional theory data (ωB97M-V with the def2-TZVPD basis set) for a cluster of 3 separate species, CH10N6 in total.

```
17
Properties=species:S:1:pos:R:3:forces:R:3:mulliken_charge:R:1
C 9.162172 -0.350869 -0.089939 0.4 1.1 2.2 0.37
N 8.728717 0.083746 0.887254 -1.0 0.7 0.5 -0.05
N 9.770744 -0.636915 -1.155626 -0.2 0.0 -4.1 -0.36
N -4.071304 -1.463444 0.544981 -0.3 -0.4 -0.8 -0.69
N -4.084326 1.329225 0.278852 -3.7 0.4 0.3 -0.16
N -2.862932 0.233847 -1.211682 3.2 3.6 1.5 -0.27
N -3.958195 0.425736 -0.581216 0.3 -0.3 -1.5 0.24
H 8.389742 0.762725 1.615574 0.7 -1.4 -1.0 0.41
H 9.358673 -0.177959 -2.026970 0.7 -0.7 1.4 0.32
H 10.470668 -1.352419 -1.415382 -0.5 0.3 1.1 0.31
H -4.169494 -2.167274 -0.182561 0.4 -0.1 0.7 0.28
H -4.987601 -1.126718 0.779859 0.1 -0.4 0.9 0.28
H -3.384246 1.912172 0.622055 1.7 1.1 0.6 0.22
H -5.101151 1.539334 0.553610 2.2 -0.5 -0.5 0.31
H -1.846453 0.664003 -1.083069 -3.0 -0.6 0.4 0.28
H -3.341068 -1.559099 1.233559 -0.6 -0.5 0.2 0.26
H -2.823916 -0.542518 -1.766190 -0.5 -2.3 -1.8 0.25
```
Positions in Å, forces in eV/Å.

For the gap between HOMO and LUMO, the calculation gives 8.9 eV. The largest force on an atom is 5.0 eV/Å. As for the relative energy (zero: lowest compared OMol25 entry of this formula, charge and spin): 31.2 kcal/mol. The value obtained for the LUMO energy is -0.2200 Eh. Its charge is +2.



Record 4
Density functional theory data (ωB97M-V with the def2-TZVPD basis set) for a cluster of 3 separate species, CH10NO2 in total.

```
14
Properties=species:S:1:pos:R:3:forces:R:3:mulliken_charge:R:1
C -2.588594 -0.111170 -0.690442 -1.2 -0.4 -2.3 -0.72
N -1.417690 -0.644679 0.007929 3.4 -0.9 -3.6 -0.28
H -3.379332 -0.389193 -0.012913 -0.9 1.0 -0.3 0.33
H -2.724413 -0.717470 -1.647367 0.0 0.7 1.3 0.31
H -2.471730 0.956855 -1.070398 -0.2 -1.4 1.3 0.29
H -0.881561 -1.188504 -0.792637 -0.3 1.9 2.0 0.42
H -0.817431 0.154930 0.383004 0.1 -1.1 0.3 0.32
H -1.590252 -1.468905 0.557272 -0.5 0.3 1.4 0.37
H 0.155981 2.445513 0.748602 0.9 -1.8 0.3 0.34
H 1.136413 1.298841 1.360030 0.0 0.5 0.0 0.33
O 0.415510 1.476367 0.744909 -1.2 1.0 -0.4 -0.71
H 4.934793 -0.321670 0.919425 -1.1 -0.8 -2.5 0.34
H 4.871835 -0.969250 -0.606918 -0.1 0.5 1.1 0.33
O 4.356473 -0.521665 0.099503 1.1 0.3 1.4 -0.67
```
Positions in Å, forces in eV/Å.

For the gap between HOMO and LUMO, the calculation gives 10.3 eV. The largest force on an atom is 5.0 eV/Å. As for the relative energy (zero: lowest compared OMol25 entry of this formula, charge and spin): 35.4 kcal/mol. The value obtained for the LUMO energy is -0.1328 Eh. Its charge is +1.